No. 1
Density functional theory data (wB97M-V/def2-TZVPD) for a structure of composition C27H27BrIN3O5Os in a non-equilibrium geometry.

Computed properties:
- orbital gap (alpha / beta) (eV) = 6.86 / 2.97
- <S²> = 6.042
- F_max (eV/A) = 4.60
- energy relative to the best compared isomer or geometry (same formula, charge and spin) (kJ/mol) = 0.0
- LUMO level (alpha / beta) (eV) = -6.33 / -10.39
- spin multiplicity = 5
- E_tot (eV) = -123737.025
- total charge = +2

Atoms and positions in Å:
Os: -0.29279 0.02822 -0.70510
I: -2.61730 -0.44133 -1.64637
Br: 2.48474 -5.17153 4.56328
O: 0.71206 -1.20126 -2.08385
O: 1.13309 -1.19479 0.64433
O: 1.38278 1.15930 -0.83246
O: -1.05533 -1.61009 0.66129
O: 0.75770 1.78612 4.51364
N: 4.14306 2.02194 1.28605
N: 0.68512 0.45020 -3.68406
N: -0.90531 1.27620 0.68460
C: -0.11849 1.09955 -4.71688
C: -4.96133 1.19210 1.76270
C: 2.13723 2.35627 2.57076
C: -0.98012 -2.34763 3.26029
C: -3.20721 0.63715 0.16214
C: 0.67533 -0.85452 -3.32741
C: 1.29567 -3.14579 2.91998
C: -2.77968 2.17086 1.98754
C: -4.53239 0.56204 0.58178
C: 1.35866 1.76037 1.52198
C: -4.08190 2.00158 2.43854
C: -0.40678 -2.10784 -5.33076
C: -0.04882 1.64025 1.65916
C: -2.29807 1.42781 0.93005
C: -0.83498 -0.87289 -6.11952
C: 2.02353 1.46739 0.30703
C: 1.48811 2.82367 3.83541
C: 3.51004 2.42323 2.41032
C: 3.41435 1.63827 0.24343
C: 0.17607 -2.45765 2.48148
C: 0.00289 -3.83646 4.86541
C: 1.16046 -3.90102 4.08412
C: -1.05353 -3.06091 4.43411
C: 0.13030 -1.74293 1.22794
C: 0.79947 -1.89538 -4.37775
C: -1.29480 0.25636 -5.22665
C: 4.15012 1.17119 -0.95717
H: -5.25808 0.00857 -0.00242
H: -1.79015 -1.71537 2.89352
H: 1.67254 -1.67208 -4.99159
H: 1.18114 1.10074 -3.04201
H: 5.20434 1.49811 -0.82730
H: 4.19660 2.80621 3.18135
H: -0.48669 2.03544 -4.27585
H: 2.22943 -3.19940 2.38376
H: -0.42177 1.78029 2.69433
H: -0.00388 -0.54352 -6.75675
H: -6.00435 1.12051 2.05141
H: 0.57064 1.34592 -5.55555
H: 0.01087 2.17460 5.00912
H: -0.08634 -4.46403 5.74567
H: 3.77872 1.51717 -1.90977
H: -0.06851 -2.87948 -6.02960
H: -1.63893 -1.21773 -6.77863
H: 0.96752 -2.84090 -3.86120
H: 0.88872 3.70272 3.57859
H: -1.26220 -2.55363 -4.79118
H: -2.12008 2.88552 2.50136
H: -1.95498 -2.95340 5.06015
H: 4.17599 0.07448 -0.98851
H: -4.38770 2.52261 3.36937
H: -1.95163 0.96191 -5.78919
H: -1.87912 -0.16469 -4.38579
H: 2.28595 3.16140 4.48736

Atomic forces in eV per Å
Os 3.77 0.10 -1.81
I -1.83 0.99 0.98
Br -1.11 1.29 -0.45
O -0.50 0.57 -1.87
O -1.44 -1.50 2.19
O 0.07 -0.28 1.35
O 2.20 -0.48 1.84
O -0.67 0.30 -0.30
N -0.96 0.14 -0.48
N 0.29 0.08 1.66
N 0.32 0.92 1.95
C 0.35 0.03 -0.86
C -0.02 -0.14 -0.89
C 0.16 -1.25 0.02
C -0.18 -0.05 -0.32
C -0.66 0.44 0.63
C 0.49 0.40 0.95
C -0.47 0.42 -0.89
C 0.13 0.40 0.58
C 0.08 -0.05 -0.16
C 0.45 0.28 -0.44
C -0.07 0.75 1.06
C 0.28 -0.16 0.09
C -0.77 -0.34 -0.32
C -0.22 -1.47 -0.91
C -0.06 -0.84 -0.22
C -1.15 0.84 -0.71
C 0.40 0.28 0.31
C -0.04 0.09 0.05
C 0.99 -0.42 0.52
C 1.48 -0.39 0.48
C -1.33 -0.18 0.46
C 1.44 -1.51 0.68
C -0.69 -0.24 1.98
C -0.34 2.00 -4.13
C -0.67 -0.81 -0.22
C -0.06 0.84 -0.22
C 1.56 -0.13 0.08
H 0.08 -0.04 0.03
H 0.18 -0.26 0.18
H 0.06 0.16 0.07
H -0.86 -0.82 -0.19
H -0.68 -0.17 -0.27
H -0.66 -0.15 -0.20
H 0.15 -0.24 -0.13
H -0.05 0.22 -0.36
H -0.02 0.34 -1.00
H -0.19 -0.01 0.02
H 0.18 -0.12 0.08
H -0.68 0.07 0.29
H 0.72 -0.10 -0.20
H 0.04 0.22 0.02
H -0.25 0.23 -0.15
H -0.14 0.07 0.06
H 0.07 0.31 -0.01
H 0.13 0.08 0.01
H -0.35 -0.13 0.28
H 0.28 0.32 -0.06
H -0.37 -0.46 -0.25
H 0.57 -0.31 -0.35
H -0.18 0.12 0.00
H 0.12 -0.30 -0.88
H 0.37 -0.57 0.44
H 0.15 0.37 -0.31
H 0.08 0.21 0.20

No. 2
Density functional theory data (wB97M-V/def2-TZVPD) for a structure of composition C27H27BrN2O3PPt in a non-equilibrium geometry.

Computed properties:
- orbital gap (eV) = 8.08
- F_max (eV/A) = 2.85
- energy relative to the best compared isomer or geometry (same formula, charge and spin) (kJ/mol) = 113.8
- LUMO level (eV) = -3.03
- spin multiplicity = 1
- E_tot (eV) = -120133.820
- total charge = +1

Atoms and positions in Å:
Pt: -0.07527 -2.13028 -0.19353
Br: -6.83844 1.08265 0.27044
P: 1.61263 0.40555 0.64465
O: 1.91583 -1.07618 0.76401
O: -1.42822 -1.80845 -1.75750
O: -2.06506 -1.48755 0.29823
N: 0.07206 -3.67641 1.43715
N: 1.01906 -3.58359 -1.18709
C: -4.45223 -0.22354 -0.52180
C: 1.75778 2.26227 -3.56022
C: 1.69077 0.30378 -2.16977
C: 1.82373 3.06135 -2.42696
C: -0.03717 0.76409 1.26132
C: -0.42120 0.11463 2.43695
C: 2.78423 1.37154 1.60082
C: -2.29969 -1.34499 -0.94217
C: 1.72636 1.09408 -1.02601
C: -5.49887 0.56650 -0.95586
C: 0.92261 -4.76221 0.92579
C: -2.53616 1.24998 2.37434
C: -1.66708 0.35684 2.98929
C: -4.57518 0.62845 -3.16910
C: 4.12544 0.99108 1.56220
C: 3.35528 3.24539 2.99856
C: -3.46325 -0.58646 -1.43122
C: 5.07414 1.74036 2.23738
C: 2.40008 2.49712 2.32500
C: -3.51775 -0.16498 -2.75445
C: 0.68338 -4.89294 -0.56588
C: 1.81077 2.48177 -1.16861
C: -2.15956 1.89988 1.20897
C: 1.70080 0.88292 -3.43007
C: -0.91013 1.66249 0.65247
C: -5.56816 0.99937 -2.27277
C: 4.68892 2.86839 2.95130
H: 1.68966 -0.77415 -2.08033
H: -6.39088 1.62392 -2.59210
H: 1.96022 -4.46930 1.09678
H: 0.39042 -3.32731 2.33441
H: 5.43245 3.45224 3.47757
H: 1.76739 2.71439 -4.54314
H: 4.41760 0.10875 1.00627
H: 0.26884 -0.57020 2.91675
H: -2.73275 -0.45516 -3.43874
H: 1.89168 4.13672 -2.52260
H: -0.89970 -3.95239 1.53482
H: -4.38720 -0.55027 0.50674
H: 1.35672 2.78698 2.36822
H: -4.62948 0.97049 -4.19359
H: -1.96037 -0.14181 3.90373
H: 3.05767 4.11906 3.56280
H: -2.83835 2.59398 0.73054
H: 1.87557 3.11541 -0.29298
H: 2.02367 -3.42488 -1.13090
H: 0.73657 -3.54909 -2.16298
H: 1.28805 -5.69868 -0.98484
H: 1.66369 0.25480 -4.31042
H: -3.50920 1.44195 2.80753
H: 0.75502 -5.71263 1.43521
H: 6.11496 1.44703 2.20783
H: -0.62679 2.16413 -0.26392
H: -0.36589 -5.09685 -0.77855

Atomic forces in eV per Å
Pt -1.89 -2.10 -0.41
Br -0.02 0.01 0.02
P 0.35 -0.24 -0.01
O -0.01 0.31 -0.24
O 0.23 0.53 0.04
O 0.45 0.55 -0.02
N 0.27 0.47 0.19
N 0.46 0.51 0.20
C 0.01 0.00 0.00
C 0.01 -0.01 0.01
C 0.06 -0.12 0.05
C -0.01 -0.01 0.00
C 0.00 0.19 0.08
C 0.02 0.08 0.02
C -0.06 0.03 0.12
C 0.13 0.05 -0.13
C -0.05 0.12 0.03
C 0.02 -0.01 -0.01
C 0.04 0.02 -0.04
C 0.02 0.00 0.01
C 0.00 0.01 0.00
C -0.01 0.01 0.00
C -0.02 0.02 -0.01
C 0.00 0.00 0.00
C -0.07 -0.05 0.12
C 0.00 -0.01 0.00
C 0.01 -0.02 0.01
C -0.03 -0.06 -0.01
C 0.05 0.01 0.10
C -0.01 -0.02 0.00
C 0.00 0.00 0.00
C -0.01 0.00 0.00
C -0.03 -0.10 -0.05
C 0.01 -0.01 -0.01
C 0.01 0.00 0.01
H -0.12 -0.05 0.07
H 0.00 0.00 0.00
H 0.00 -0.02 0.04
H 0.06 -0.05 -0.01
H 0.00 0.00 0.00
H 0.00 0.00 0.00
H 0.01 0.00 0.01
H 0.00 0.00 0.01
H 0.00 0.02 0.00
H 0.00 0.00 0.00
H 0.03 -0.07 0.03
H 0.01 0.02 0.00
H 0.00 0.00 0.01
H 0.00 -0.01 0.00
H 0.00 -0.01 0.00
H 0.00 0.00 0.00
H -0.01 0.00 0.00
H 0.00 0.01 0.01
H 0.00 0.04 -0.12
H 0.08 -0.07 -0.02
H 0.02 0.05 -0.05
H 0.03 0.01 0.00
H -0.01 0.00 0.00
H -0.06 0.01 -0.03
H 0.00 0.00 0.00
H 0.00 0.01 0.00
H 0.01 -0.02 0.01

No. 3
Density functional theory data (wB97M-V/def2-TZVPD) for a structure of composition C27H27Cl5FFeN7O4.

Computed properties:
- orbital gap (eV) = 7.87
- F_max (eV/A) = 0.14
- energy relative to the best compared isomer or geometry (same formula, charge and spin) (kJ/mol) = 0.0
- LUMO level (eV) = -0.27
- spin multiplicity = 1
- E_tot (eV) = -146777.497
- total charge = 0

Atoms and positions in Å:
Fe: -0.63177 -1.24367 -0.89706
Cl: 1.18036 -3.67448 -2.24954
Cl: 1.95124 -4.00966 -5.16266
Cl: -2.30809 0.27686 -3.74029
Cl: 0.69130 -2.23500 -7.37520
Cl: -1.44297 -0.11965 -6.61185
F: 3.25585 5.70038 3.11813
O: 2.26740 0.52626 4.07243
O: 0.74284 1.81961 1.51774
O: -1.28387 1.12204 2.19768
O: 5.31309 3.80706 3.29542
N: -1.49176 -3.14079 -0.65984
N: 1.48336 2.66705 3.91567
N: 3.75748 2.21118 3.75991
N: -0.44916 -1.37097 1.19389
N: -0.39204 0.62523 -1.05269
N: -2.47764 -0.66045 -0.74839
N: 1.37559 -1.05065 -0.61646
C: -0.10999 3.29848 -1.41255
C: 1.00786 2.47465 -1.46202
C: -1.46690 1.40069 -0.94435
C: 0.82956 1.12400 -1.22624
C: -0.69438 -1.05409 -5.37025
C: 0.81472 -2.78720 -4.72791
C: -3.51439 -1.66793 -0.64785
C: 3.01117 4.41383 3.39782
C: -2.68735 0.60145 -0.69306
C: -1.31476 -3.60557 0.72424
C: 0.96430 -1.55339 1.62703
C: 0.11731 2.17881 3.78479
C: -1.34833 -2.42348 1.67701
C: -1.35593 2.77347 -1.10671
C: 2.47705 1.71334 3.91882
C: 1.76699 3.97323 3.59595
C: 1.84951 0.12473 -0.80277
C: -0.16277 1.66737 2.35639
C: 0.44616 -2.56290 -3.40133
C: 3.18209 0.63315 -0.36044
C: -1.02252 -0.88053 -4.02391
C: -0.44490 -1.57751 -2.95166
C: 0.25150 -2.00572 -5.72759
C: -4.02282 1.23045 -0.48860
C: 1.87796 -1.90745 0.44544
C: 4.15225 3.51413 3.46615
C: -2.89264 -2.98828 -1.11020
H: -1.03692 -3.79693 -1.28314
H: -4.36802 -1.42638 -1.28718
H: -4.56623 1.26512 -1.43787
H: 2.92013 -1.73379 0.71778
H: -0.04129 1.36648 4.48852
H: -2.06526 -4.35393 1.00326
H: 3.89665 -0.16856 -0.19647
H: 0.92058 4.64119 3.52043
H: 1.03429 -2.31924 2.40423
H: 4.49464 1.52239 3.80171
H: -0.78240 -0.47475 1.57893
H: 3.04280 1.20479 0.56155
H: -2.35121 -2.00264 1.73934
H: -3.88845 -1.72947 0.37778
H: -2.85968 -2.98283 -2.19975
H: -3.92816 2.24442 -0.10807
H: -1.08214 -2.75184 2.68714
H: 0.00083 4.36269 -1.57106
H: -0.56982 2.98687 4.03245
H: -0.33431 -4.08499 0.77752
H: -3.50880 -3.83427 -0.78808
H: 3.59104 1.30831 -1.11251
H: -2.21833 3.41717 -1.00906
H: 1.30491 -0.61584 2.06455
H: -4.61527 0.65469 0.22143
H: 1.76585 -2.94553 0.14621
H: 1.99264 2.88880 -1.62270

Atomic forces in eV per Å
Fe 0.00 0.01 0.14
Cl 0.02 0.00 0.00
Cl 0.00 0.00 0.00
Cl 0.01 0.02 0.07
Cl 0.01 0.00 0.00
Cl 0.01 0.01 -0.01
F 0.00 0.00 0.00
O 0.00 0.00 -0.02
O 0.02 -0.03 0.00
O -0.03 -0.01 0.06
O 0.00 0.00 -0.01
N -0.01 0.00 0.00
N 0.00 0.00 0.00
N 0.00 0.00 -0.01
N 0.04 -0.02 0.05
N -0.01 0.01 -0.02
N 0.00 0.03 -0.03
N 0.03 -0.01 0.01
C 0.00 0.00 0.00
C 0.00 0.00 0.01
C -0.01 -0.02 -0.04
C 0.02 0.01 0.00
C 0.00 0.00 -0.01
C 0.00 0.00 -0.02
C -0.01 0.00 0.00
C 0.00 0.00 0.00
C 0.00 -0.02 -0.01
C -0.01 0.00 0.00
C 0.00 -0.01 0.02
C 0.00 0.01 0.00
C -0.01 -0.01 0.00
C 0.00 0.01 -0.01
C 0.00 -0.01 0.04
C 0.00 0.00 0.00
C 0.00 -0.01 0.00
C -0.02 0.01 -0.03
C 0.02 0.02 0.04
C 0.00 0.00 0.00
C -0.03 -0.03 0.03
C -0.06 -0.01 -0.12
C 0.00 -0.01 0.00
C -0.01 0.00 0.00
C 0.00 0.01 -0.01
C 0.00 0.00 0.01
C 0.00 0.00 0.00
H 0.00 0.00 0.00
H 0.00 0.00 0.00
H 0.00 0.01 0.00
H 0.00 0.00 0.00
H 0.00 0.00 0.00
H 0.00 0.00 0.00
H 0.00 0.00 0.00
H 0.00 0.00 0.00
H 0.00 0.00 0.00
H 0.00 0.00 0.00
H 0.01 0.03 -0.07
H 0.00 0.00 0.00
H 0.00 0.00 0.00
H 0.00 0.00 0.00
H 0.00 0.00 0.00
H 0.01 0.00 0.01
H 0.00 0.00 0.00
H 0.00 0.00 0.00
H 0.00 0.00 0.00
H 0.00 0.00 0.00
H 0.00 0.00 0.00
H 0.00 0.00 0.00
H 0.00 0.00 0.00
H 0.00 0.00 0.00
H 0.00 0.00 -0.01
H 0.00 0.00 0.00
H 0.00 0.00 0.00